(1)
Computed, not measured: C12H26HfNO3P2 as an isolated structure, with ωB97M-V with the def2-TZVPD basis set.

Calculated values
HOMO ... -17.166 eV
ΔE to the lowest compared entry with this formula, charge and spin ... 0.000 eV
Orbital gap ... 6.0 eV
Total charge ... +3

Last column: Löwdin charge in e.
Element x y z (Å)
Hf -1.1644 0.5343 1.0453  1.69
P 0.1321 2.0271 -2.5440  0.98
C 0.2811 0.2244 -2.1847  -0.22
C 1.1309 -0.2412 -1.0127  -0.27
N 0.5143 -0.5147 0.1841  -0.04
C 1.1775 -1.2630 1.1242  -0.28
C 2.5162 -1.5779 0.9602  0.04
C 3.1898 -1.1645 -0.1810  0.06
C 2.4890 -0.4750 -1.1581  0.03
C 0.4461 -1.6618 2.3985  -0.26
P -1.4324 -1.5632 2.4595  0.77
H 2.9659 -0.1567 -2.0788  0.14
H 3.0200 -2.1249 1.7634  0.16
H 4.2504 -1.3826 -0.3090  0.15
H 0.6562 -2.7213 2.6264  0.13
H 0.8447 -1.0770 3.2504  0.12
H -0.7018 -0.1293 -2.0908  0.06
H 0.7142 -0.1710 -3.1161  0.12
H -2.8730 -2.3462 -5.4772  0.00
O -2.6988 -3.2345 -5.7179  -0.03
H -1.9139 -3.4751 -5.1985  0.04
H -1.2073 2.3004 -2.9921  0.10
O -1.7720 1.3790 -0.7518  -0.43
H -2.7250 1.4784 -0.9267  0.06
C -1.9368 -3.2009 1.8673  -0.22
H -1.4944 -3.9926 2.4901  0.08
H -3.0314 -3.2687 1.9304  0.08
H -1.6372 -3.3519 0.8225  0.06
C -1.7581 -1.6603 4.2437  -0.21
H -2.7477 -1.2216 4.4301  0.07
H -1.7609 -2.7057 4.5874  0.09
H -1.0061 -1.0972 4.8133  0.07
C 0.6146 3.0467 -1.1408  -0.19
H 1.3399 3.7958 -1.4889  0.08
H -0.2562 3.5632 -0.7220  0.07
H 1.0943 2.4289 -0.3697  0.05
C 1.2214 2.5201 -3.9012  -0.19
H 0.9252 3.5271 -4.2240  0.09
H 2.2681 2.5315 -3.5547  0.08
H 1.1151 1.8378 -4.7529  0.08
C -0.1397 2.9624 3.0117  -0.08
O -0.5329 1.8957 2.1614  -0.43
H 0.5886 3.6055 2.5078  0.10
H 0.3086 2.5605 3.9297  0.10
H -1.0143 3.5602 3.2861  0.11


(2)
Computed, not measured: C12H26LaNO4P2 as an isolated structure, with ωB97M-V with the def2-TZVPD basis set.

Calculated values
HOMO (alpha / beta) ... -3.516 / -3.515 eV
Orbital gap (alpha / beta) ... 3.5 / 3.5 eV

Last column: Löwdin charge in e.
Element x y z (Å)
C -2.2854 0.5104 -3.1800  -0.05
C -1.2268 0.3426 -2.2670  -0.44
N -1.4975 0.2548 -0.9138  -0.19
C -2.7791 0.1066 -0.4763  -0.36
C -3.8343 0.1861 -1.3642  -0.06
C -3.5837 0.4118 -2.7206  -0.09
C 0.1915 0.2826 -2.6211  -0.55
P 1.3311 -0.9507 -2.0266  0.69
La 0.4920 1.2775 -0.3686  1.15
P -1.5466 0.6183 1.9909  0.77
C -2.9407 -0.1281 1.0019  -0.29
O 0.2519 3.9474 -4.4353  -0.08
O 3.4531 1.6198 -0.9503  -0.13
H -2.0404 0.6752 -4.2309  0.11
H -4.8468 0.0696 -0.9817  0.11
H -4.4129 0.5230 -3.4143  0.10
C 0.7097 -2.5389 -2.7231  -0.29
C 2.7780 -0.6753 -3.1331  -0.30
H -3.9006 0.2902 1.3440  0.09
H -2.9324 -1.2132 1.2121  0.09
H 0.2585 4.6706 -5.0683  0.02
H 0.4821 0.9135 -3.4685  0.06
C -1.5356 -0.5128 3.4139  -0.30
C -2.4584 2.0431 2.6890  -0.32
H -1.3088 2.7093 0.2365  -0.08
H 4.1432 1.1886 -0.4176  0.06
H 3.9422 2.2502 -1.4839  0.05
H -0.5409 4.1256 -3.9060  0.03
H 0.3833 -2.6343 0.8493  0.05
H -0.8589 3.3182 0.1637  -0.04
H 1.0121 -2.6344 -3.7790  0.03
H 1.1632 -3.3650 -2.1527  0.02
H -0.3851 -2.6019 -2.6332  0.04
H 2.5282 -1.0194 -4.1481  0.04
H 3.0828 0.3791 -3.1409  0.02
H 3.6125 -1.2809 -2.7541  0.03
H -3.3546 1.7100 3.2316  0.04
H -1.7949 2.5745 3.3845  0.04
H -2.7392 2.7348 1.8849  0.02
H -2.2455 -0.1683 4.1778  0.04
H -1.8042 -1.5265 3.0880  0.04
H -0.5234 -0.5378 3.8409  0.01
O 2.1655 -0.9119 3.3720  0.21
C 2.1687 -0.2362 2.4199  -0.41
O 2.2159 0.4774 1.4691  -0.03
H 0.9616 -2.1540 0.9533  0.01


(3)
Computed, not measured: a 2-piece molecular cluster, C12H26N2O4 overall, with ωB97M-V with the def2-TZVPD basis set.

Calculated values
HOMO ... -9.349 eV
ΔE to the lowest compared entry with this formula, charge and spin ... 4.407 eV
SMILES string ... CC[C@H](C)[C@H](N)C(=O)O.CC(C)C[C@H](N)C(=O)O
Orbital gap ... 9.8 eV

Last column: Löwdin charge in e.
Element x y z (Å)
C 3.4275 0.6470 0.8110  -0.17
C 3.0854 -0.1561 -0.4301  -0.59
C 4.7371 -0.0611 1.4082  -0.23
C 4.3681 -1.4989 1.9274  0.00
C 5.8485 -0.1565 0.3074  -0.17
C 7.3645 -0.3190 0.8603  -0.05
C -5.8934 -0.0863 -0.4939  -0.25
C -7.3484 0.5126 -0.8231  -0.44
C -4.6787 0.4859 -1.4210  -0.09
C -3.2440 0.5846 -0.7521  -0.32
C -2.6491 -0.8595 -0.8972  -0.02
C -2.4065 1.6886 -1.4430  -0.05
H 2.7123 0.1392 2.5684  -0.03
H 2.0595 1.3314 2.1207  0.00
H 3.5569 1.7325 0.5617  0.17
H 5.1310 0.6441 2.1616  0.14
H 3.8556 -1.9893 1.2631  0.04
H 3.9118 -1.4779 2.7946  0.03
H 5.2189 -2.0152 2.0650  0.06
H 5.7787 0.6748 -0.2648  0.06
H 5.6474 -0.9988 -0.3187  0.10
H 7.5378 -1.3435 1.0865  0.05
H 8.0656 -0.0682 0.1370  0.04
H 7.5607 0.2131 1.7819  0.06
H 1.6298 -0.5977 0.7119  0.15
H -5.7581 -1.7596 -1.5893  0.07
H -6.6781 -1.9495 -0.2406  0.07
H -5.6304 0.1448 0.5158  0.13
H -4.9632 1.5129 -1.6713  0.10
H -4.6545 -0.0318 -2.3264  0.10
H -3.3984 0.8607 0.2529  0.11
H -1.9347 -1.1148 -0.2350  0.05
H -2.2428 -0.8477 -1.7617  0.01
H -3.4152 -1.5725 -0.9221  0.05
H -1.4610 1.7803 -0.9451  0.08
H -2.2036 1.4539 -2.4792  0.09
H -2.8182 2.5677 -1.3953  0.01
H -6.6269 2.2041 -0.6373  0.03
N 2.3658 0.5483 1.8852  0.14
N -5.9066 -1.5006 -0.6566  0.05
O 3.7502 -0.1194 -1.3988  0.13
O 2.0311 -0.9176 -0.2106  0.08
O -8.2862 -0.1286 -1.2355  0.11
O -7.4461 1.8436 -0.6718  0.14


(4)
Computed, not measured: C12H26N6O6V as an isolated structure, with ωB97M-V with the def2-TZVPD basis set.

Calculated values
HOMO (alpha / beta) ... -5.251 / -5.539 eV
Expectation value of S² ... 3.9152
ΔE to the lowest compared entry with this formula, charge and spin ... 0.628 eV
Orbital gap (alpha / beta) ... 3.9 / 4.2 eV
Multiplicity ... 4

Last column: Löwdin spin population.
Element x y z (Å)
O 2.3143 1.9518 -2.8903  0.00
H 2.3455 2.6303 -3.6033  0.00
V -0.6372 0.0672 -0.6885  2.09
N -1.3840 1.8979 -1.0749  0.12
N 0.6075 1.4412 0.3369  -0.13
N -1.5299 -1.4977 -1.3891  0.10
N 0.4416 -1.5327 0.1194  0.19
O -2.5465 1.7541 -1.6046  0.20
O -2.6160 -1.3852 -2.2717  0.03
O 1.7348 -1.3452 0.5282  0.06
O 1.6531 1.1263 1.0378  -0.10
C 0.3244 2.7556 0.2119  0.08
C -0.7751 3.0416 -0.6532  -0.08
C -1.0657 -2.7422 -1.1499  0.17
C 0.0735 -2.7779 -0.2311  0.08
C -1.1027 4.4324 -1.0786  -0.02
H -0.4088 4.7842 -1.8489  -0.01
H -0.9733 5.1543 -0.2687  0.00
H -2.1160 4.5415 -1.4488  0.00
C 1.2025 3.7008 0.9335  0.02
H 2.2441 3.6786 0.5797  0.01
H 1.2571 3.4157 1.9906  0.00
H 0.8460 4.7286 0.8631  0.00
C -1.6187 -3.9873 -1.7750  0.03
C 0.9820 -3.9347 0.0555  0.01
H -2.0585 -3.7801 -2.7657  0.00
H -2.3753 -4.4260 -1.0995  0.01
H -0.8401 -4.7614 -1.9194  0.00
H 1.8300 -3.6056 0.6754  0.00
H 1.3812 -4.3735 -0.8684  0.00
H 0.4354 -4.7243 0.5764  0.00
H -2.8671 -0.4291 -2.2777  0.00
H 1.8041 -0.3486 0.7700  0.00
C 3.9365 1.4336 -2.1815  0.00
H 4.5692 2.2016 -2.5499  0.00
H 3.9385 0.5513 -2.7904  0.00
H 4.0442 1.2245 -1.1149  0.00
O 0.3834 0.2600 -2.2791  0.05
H 1.5302 1.2557 -2.8833  0.00
H 0.6135 -0.5361 -2.7969  0.01
C -2.6165 -1.5636 3.6520  0.00
N -1.3085 -1.0566 3.2218  0.01
C -0.1551 -1.0111 4.1791  0.00
C -1.3649 -0.3527 2.1433  0.03
N -1.6452 0.1798 1.1249  0.01
H -2.5880 -1.9054 4.6847  0.00
H -2.9307 -2.3887 2.9945  0.00
H -3.3366 -0.7378 3.5496  0.00
H 0.7184 -1.5394 3.7653  0.00
H 0.0992 0.0369 4.4011  0.00
H -0.4502 -1.5028 5.1084  0.00


(5)
Computed, not measured: C12H26O10V as an isolated structure, with ωB97M-V with the def2-TZVPD basis set.

Calculated values
HOMO (alpha / beta) ... -11.984 / -11.984 eV
Expectation value of S² ... 2.0200
Orbital gap (alpha / beta) ... 5.9 / 6.4 eV
Multiplicity ... 3
Total charge ... +1

Last column: Löwdin spin population.
Element x y z (Å)
V -2.1682 2.1349 0.9800  1.99
O -0.5674 1.2304 1.0497  -0.01
H 0.3405 1.3143 1.3552  0.00
O -1.6903 3.5422 -0.0998  0.00
H -1.4163 3.9757 -0.9098  0.00
C -2.9200 2.8085 -2.9467  0.00
O -2.2149 1.5701 -2.9684  0.00
C -2.1316 0.8285 -1.9088  0.00
O -2.6900 1.0761 -0.8258  0.01
O -1.4196 -0.2196 -2.1815  0.00
C -1.2516 -1.2125 -1.1668  0.00
H -2.1955 3.6231 -3.0100  0.00
H -3.5455 2.9681 -2.0746  0.00
H -3.5123 2.8570 -3.8554  0.00
H -0.5434 -1.9563 -1.5097  0.00
H -2.1994 -1.6676 -0.8860  0.00
H -0.8356 -0.7649 -0.2633  0.00
C -1.2269 -1.8977 2.2182  0.00
O -0.6923 -3.1019 1.7295  0.00
C -1.4123 -3.8747 0.9095  0.00
O -2.5176 -3.6190 0.5358  0.00
O -0.6921 -4.9437 0.6084  0.00
C -1.3122 -5.8707 -0.2670  0.00
H -0.4142 -1.2044 2.4203  0.00
H -1.8414 -2.0185 3.1101  0.00
H -1.8376 -1.4281 1.4434  0.00
H -2.3670 -5.9679 -0.0321  0.00
H -0.8058 -6.8264 -0.1707  0.00
H -1.1799 -5.5817 -1.3116  0.00
C 1.7580 4.5327 -0.1265  0.00
C 1.9372 3.5600 -1.2693  0.00
O 1.8962 3.9144 -2.4170  0.00
C 2.1635 2.1036 -0.8822  0.00
H 2.3917 4.2651 0.7171  0.00
H 0.7097 4.5674 0.1828  0.00
H 1.9975 5.5389 -0.4680  0.00
H 3.1635 1.8560 -1.2484  0.00
H 1.4511 1.4915 -1.4362  0.00
H 2.1119 1.9452 0.1904  0.00
C 2.8311 -0.2572 2.7679  0.00
C 3.4209 -0.9203 1.5376  0.00
O 4.5762 -0.7911 1.2143  0.00
C 2.4310 -1.7109 0.7211  0.00
H 2.1177 0.4957 2.3924  0.00
H 3.5548 0.2576 3.3860  0.00
H 2.1820 -0.9859 3.2592  0.00
H 2.1608 -2.6799 1.1379  0.00
H 2.8602 -1.8836 -0.2643  0.00
H 1.5452 -1.0726 0.6332  0.00